# C25H31ClFN5O2

An isolated molecule of C25H31ClFN5O2 (the ωB97M-V functional and the def2-TZVPD basis, the OMol25 dataset).

```
65
Properties=species:S:1:pos:R:3:nbo_charge:R:1
O -1.5483 -3.1525 -0.5636 -0.641
C -2.5099 -2.7478 0.0602 0.657
C -3.9481 -2.8833 -0.4598 -0.300
N -4.3368 -1.6478 -1.1007 -0.433
C -3.8653 -1.3297 -2.4322 -0.216
C -4.1519 0.1754 -2.5595 -0.210
N -4.6218 0.5347 -1.2419 -0.435
C -4.8526 1.8998 -0.8319 -0.230
C -3.5625 2.5711 -0.4297 -0.038
C -3.1591 2.5547 0.8994 -0.212
C -1.9439 3.0954 1.2782 -0.171
C -1.1147 3.6422 0.3122 -0.062
Cl 0.4235 4.2865 0.7721 0.008
C -1.5024 3.6786 -1.0172 -0.229
C -2.7279 3.1478 -1.3793 -0.197
C -4.6061 -0.5169 -0.3788 0.799
O -4.8345 -0.4711 0.8163 -0.690
N -2.4418 -2.1018 1.2378 -0.617
C -1.1824 -1.6593 1.7915 -0.232
C -0.9224 -0.1884 1.4627 -0.416
C 0.4569 0.2634 1.9392 -0.202
N 1.5138 -0.6293 1.5011 -0.455
C 1.7438 -0.5922 0.0680 -0.248
C 2.7619 -1.6694 -0.3236 -0.202
N 4.0125 -1.4750 0.3796 -0.434
C 5.0178 -0.7043 -0.1770 0.170
C 5.7939 0.1887 0.5733 -0.267
C 6.8413 0.8870 0.0034 -0.248
C 7.1260 0.7082 -1.3352 0.349
F 8.1471 1.3991 -1.8997 -0.333
C 6.3880 -0.1684 -2.1090 -0.259
C 5.3509 -0.8683 -1.5302 -0.231
C 3.7657 -1.4715 1.8032 -0.219
C 2.7610 -0.3873 2.2029 -0.233
H -4.0057 -3.6897 -1.1925 0.226
H -4.6396 -3.0728 0.3635 0.230
H -4.4118 -1.9202 -3.1736 0.200
H -2.7970 -1.5572 -2.5280 0.208
H -3.2516 0.7419 -2.8222 0.198
H -4.9256 0.3845 -3.3076 0.192
H -5.3318 2.4315 -1.6592 0.206
H -5.5340 1.8619 0.0214 0.237
H -3.8036 2.1060 1.6402 0.232
H -1.6358 3.0896 2.3119 0.220
H -0.8531 4.1177 -1.7584 0.230
H -3.0377 3.1924 -2.4135 0.212
H -3.2826 -1.6459 1.5760 0.425
H -0.3958 -2.2774 1.3560 0.240
H -1.1966 -1.8069 2.8741 0.193
H -1.6813 0.4318 1.9417 0.210
H -1.0188 -0.0424 0.3849 0.201
H 0.6325 1.3017 1.6043 0.174
H 0.4666 0.2572 3.0329 0.192
H 0.8076 -0.7981 -0.4501 0.212
H 2.1176 0.3987 -0.2548 0.168
H 2.9133 -1.6428 -1.4001 0.208
H 2.3611 -2.6495 -0.0485 0.204
H 5.5826 0.3596 1.6164 0.212
H 7.4293 1.5751 0.5905 0.225
H 6.6356 -0.3046 -3.1501 0.227
H 4.8050 -1.5733 -2.1367 0.212
H 4.7017 -1.3648 2.3501 0.209
H 3.3309 -2.4448 2.0546 0.205
H 2.5747 -0.4391 3.2783 0.202
H 3.1721 0.6114 1.9667 0.166
```

The calculation puts the LUMO energy at 0.595 eV. As for the HOMO energy: -7.449 eV. As for the charge: 0. The total energy comes out at -53215.244 eV. As for the gap between HOMO and LUMO: 8.0 eV. Its spin multiplicity is 1. As for the SMILES: O=C(CN1CCN(Cc2ccc(Cl)cc2)C1=O)NCCCN1CCN(c2ccc(F)cc2)CC1.

=====

# C25H31IrN3O2PS

A structure of composition C25H31IrN3O2PS (the ωB97M-V functional and the def2-TZVPD basis, the OMol25 dataset).

```
64
Properties=species:S:1:pos:R:3:nbo_charge:R:1
Ir 0.4197 0.4635 -0.7754 0.749
N -0.0177 0.1992 1.5958 -0.795
C -0.8506 -0.9184 1.9798 0.123
C -1.1144 -1.1285 3.3257 -0.212
C -1.9104 -2.1886 3.7285 -0.120
C -2.4403 -3.0572 2.7857 -0.190
C -2.1558 -2.8799 1.4435 -0.089
C -1.3854 -1.7935 1.0237 -0.448
P -1.0353 -1.5217 -0.7453 1.205
C -2.1888 -0.2357 -1.3476 -0.448
C -1.9024 0.2801 -2.6258 -0.192
C -2.7826 1.1664 -3.2242 -0.198
C -3.9391 1.5462 -2.5511 -0.113
C -4.2062 1.0577 -1.2772 -0.202
C -3.3301 0.1803 -0.6586 -0.131
C -1.5234 -3.0322 -1.6437 -0.311
C -2.7848 -3.1230 -2.2379 -0.210
C -3.1832 -4.3225 -2.8107 -0.188
C -2.3154 -5.4072 -2.8858 -0.117
C -1.0474 -5.3067 -2.3292 -0.174
C -0.6450 -4.1218 -1.7312 -0.203
H 0.8359 0.1753 2.1548 0.419
H -0.4979 1.0663 1.8476 0.411
H -0.6982 -0.4654 4.0683 0.239
H -2.1024 -2.3409 4.7793 0.260
H -3.0635 -3.8802 3.0980 0.260
H -2.5441 -3.5753 0.7170 0.237
H -1.0354 -0.0784 -3.1759 0.245
H -2.5778 1.5444 -4.2149 0.261
H -4.6320 2.2253 -3.0264 0.260
H -5.1072 1.3589 -0.7636 0.259
H -3.5415 -0.2130 0.3249 0.241
H -3.4632 -2.2822 -2.2162 0.226
H -4.1981 -4.4324 -3.1683 0.255
H -2.6248 -6.3241 -3.3644 0.257
H -0.3697 -6.1450 -2.3896 0.254
H 0.3677 -4.0222 -1.3660 0.230
C -1.9800 4.3729 -0.6320 -0.263
O -1.3791 3.2507 0.0823 -0.445
C -0.4688 2.5361 -0.4425 0.779
O 0.0744 2.6264 -1.5492 -0.510
H -3.0390 4.3538 -0.3814 0.241
H -1.8129 4.2535 -1.7013 0.220
H -1.5308 5.3027 -0.2809 0.242
C 5.2139 4.2037 1.0681 -0.624
C 3.7203 3.9337 0.9286 -0.241
N 3.3959 2.8320 0.0231 -0.528
C 3.3909 1.5534 0.3429 0.375
S 2.8314 0.4000 -0.8707 -0.062
N 3.7656 1.1016 1.5252 -0.546
C 3.8598 -0.3059 1.8853 -0.235
C 5.2651 -0.8512 1.6563 -0.623
H 5.3522 5.0305 1.7600 0.257
H 5.6520 4.4891 0.1168 0.241
H 5.7567 3.3467 1.4550 0.208
H 3.2327 4.8212 0.5270 0.239
H 3.2789 3.7115 1.9035 0.202
H 3.1944 3.0819 -0.9376 0.443
H 4.2470 1.7381 2.1520 0.432
H 3.1417 -0.8638 1.2721 0.216
H 3.5885 -0.4030 2.9393 0.224
H 5.5548 -0.7474 0.6122 0.223
H 5.2933 -1.9050 1.9230 0.251
H 5.9945 -0.3328 2.2764 0.233
```

The calculation puts the LUMO energy (spin up / spin down) at -11.571 / -11.483 eV. As for the HOMO energy (spin up / spin down): -17.216 / -17.233 eV. As for the charge: +3. Its expectation value of S² is 0.88. The total energy comes out at -57927.732 eV. As for the gap between HOMO and LUMO (spin up / spin down): 5.6 / 5.7 eV. Its spin multiplicity is 2.

=====

# C25H31N3O6S

An isolated molecule of C25H31N3O6S (the ωB97M-V functional and the def2-TZVPD basis, the OMol25 dataset).

```
66
Properties=species:S:1:pos:R:3:nbo_charge:R:1
C -5.2139 -1.2824 0.3872 -0.250
O -3.9444 -1.3633 -0.2085 -0.519
C -3.3216 -0.1953 -0.5874 0.204
C -3.8395 1.0626 -0.3055 -0.267
C -3.1911 2.2170 -0.7007 -0.223
C -1.9828 2.1483 -1.3762 -0.020
C -1.2815 3.4040 -1.8169 -0.423
C -0.7371 4.1970 -0.6214 -0.216
N 0.3123 3.4682 0.0480 -0.627
C 0.1407 2.8594 1.2279 0.673
O -0.8362 2.9828 1.9392 -0.630
C 1.3487 1.9926 1.6255 -0.318
N 1.5356 0.8608 0.7419 -0.674
C 0.7508 -0.2935 0.8999 0.142
C 1.1542 -1.4802 0.3046 -0.214
C 0.4358 -2.6520 0.4954 0.021
C 0.9001 -3.9137 -0.1682 -0.633
C -0.6857 -2.6331 1.3081 -0.244
C -1.1157 -1.4509 1.8948 0.019
C -2.3310 -1.4341 2.7711 -0.633
C -0.3999 -0.2828 1.6827 -0.238
S 2.4861 1.0655 -0.6049 2.359
O 2.9351 2.4341 -0.5858 -0.954
O 1.8271 0.6152 -1.7928 -0.929
C 3.9203 0.0622 -0.3464 -0.517
C 4.8651 0.1798 0.7138 0.185
C 4.8163 1.1123 1.8607 -0.654
N 5.8322 -0.6769 0.5382 -0.123
O 5.5771 -1.3623 -0.6053 -0.265
C 4.4365 -0.9246 -1.1493 0.409
C 3.9540 -1.5289 -2.4096 -0.690
C -1.4534 0.8981 -1.6479 -0.271
C -2.1068 -0.2775 -1.2897 0.337
O -1.4635 -1.4189 -1.6739 -0.520
C -2.1773 -2.6266 -1.8015 -0.240
H -5.5275 -2.3141 0.5450 0.197
H -5.9373 -0.7837 -0.2665 0.179
H -5.1797 -0.7658 1.3518 0.176
H -4.7692 1.1538 0.2326 0.217
H -3.6367 3.1743 -0.4768 0.209
H -0.4535 3.1485 -2.4806 0.211
H -1.9802 4.0425 -2.3625 0.217
H -0.3410 5.1598 -0.9589 0.197
H -1.5254 4.3667 0.1151 0.229
H 1.1618 3.2841 -0.4712 0.419
H 1.2158 1.6350 2.6498 0.236
H 2.2484 2.6063 1.5630 0.247
H 2.0242 -1.4960 -0.3276 0.198
H 0.2102 -4.7317 0.0218 0.215
H 1.8847 -4.1979 0.2030 0.220
H 0.9772 -3.7616 -1.2432 0.217
H -1.2405 -3.5450 1.4796 0.204
H -2.7563 -0.4346 2.8142 0.222
H -2.0636 -1.7343 3.7852 0.221
H -3.0806 -2.1294 2.4012 0.216
H -0.7607 0.6325 2.1210 0.236
H 5.7518 1.0606 2.4099 0.245
H 4.6537 2.1246 1.4954 0.239
H 3.9945 0.8454 2.5232 0.232
H 4.7118 -1.4238 -3.1841 0.245
H 3.7692 -2.5929 -2.2654 0.240
H 3.0379 -1.0311 -2.7162 0.270
H -0.5075 0.7933 -2.1572 0.241
H -1.5038 -3.3044 -2.3261 0.182
H -3.0873 -2.4944 -2.3928 0.178
H -2.4369 -3.0499 -0.8300 0.188
```

The calculation puts the LUMO energy at 0.695 eV. As for the HOMO energy: -7.786 eV. As for the charge: 0. The total energy comes out at -54017.424 eV. As for the gap between HOMO and LUMO: 8.5 eV. Its spin multiplicity is 1. As for the SMILES: COc1ccc(CCNC(=O)CN(c2cc(C)cc(C)c2)S(=O)(=O)c2c(C)noc2C)cc1OC.